{"formula": "C11H48BINaO11", "method": "wB97M-V/def2-TZVPD", "total_charge": -1, "homo_energy_ev": -3.77, "energy_ev": -47898.1664, "mol_weight_da": 517.20, "max_force_ev_per_a": 4.4, "gap_ev": 5.4, "symbols": ["Na", "B", "H", "H", "H", "H", "I", "C", "O", "H", "H", "H", "H", "C", "O", "H", "H", "H", "H", "C", "O", "H", "H", "H", "H", "C", "O", "H", "H", "H", "H", "C", "O", "H", "H", "H", "H", "C", "O", "H", "H", "H", "H", "C", "O", "H", "H", "H", "H", "C", "O", "H", "H", "H", "H", "C", "O", "H", "H", "H", "H", "C", "O", "H", "H", "H", "H", "C", "O", "H", "H", "H", "H"], "positions_angstrom": [[-12.23, 24.77, -7.30], [-13.36, 25.57, -9.29], [-13.47, 26.44, -8.66], [-13.82, 25.76, -10.25], [-12.31, 25.34, -9.39], [-13.89, 24.78, -8.79], [-11.38, 22.14, -8.99], [-11.30, 25.96, -2.32], [-11.36, 25.03, -1.28], [-11.03, 26.97, -1.98], [-10.50, 25.69, -3.00], [-12.26, 26.14, -2.81], [-11.46, 25.63, -0.53], [-12.50, 27.87, -6.25], [-11.53, 26.83, -6.17], [-13.50, 27.43, -6.29], [-12.46, 28.56, -5.41], [-12.24, 28.47, -7.12], [-10.64, 27.13, -6.37], [-16.62, 26.82, -7.44], [-16.27, 26.43, -8.75], [-17.06, 25.96, -6.93], [-15.76, 27.21, -6.88], [-17.41, 27.56, -7.38], [-15.37, 26.09, -8.72], [-12.68, 29.19, -10.75], [-11.92, 28.07, -10.35], [-13.74, 29.09, -10.54], [-12.43, 30.11, -10.23], [-12.55, 29.24, -11.84], [-12.51, 27.31, -10.36], [-8.81, 20.38, -6.03], [-10.23, 20.43, -6.02], [-8.21, 21.01, -6.69], [-8.44, 20.67, -5.04], [-8.48, 19.36, -6.26], [-10.47, 20.74, -6.89], [-14.44, 22.57, -5.84], [-13.46, 23.53, -5.61], [-13.88, 21.82, -6.39], [-14.90, 22.24, -4.91], [-15.25, 22.92, -6.49], [-13.06, 23.34, -4.76], [-8.55, 28.27, -11.22], [-9.04, 27.76, -9.99], [-8.63, 29.36, -11.23], [-7.52, 27.92, -11.27], [-9.04, 27.85, -12.10], [-10.00, 27.77, -10.03], [-8.40, 24.53, -6.50], [-9.23, 25.44, -7.32], [-8.05, 23.61, -6.96], [-7.50, 25.05, -6.18], [-9.06, 24.24, -5.68], [-8.55, 25.84, -7.86], [-10.81, 22.74, -3.58], [-12.07, 23.13, -3.17], [-10.08, 23.54, -3.52], [-10.53, 21.87, -2.97], [-10.89, 22.39, -4.61], [-11.87, 23.63, -2.38], [-15.67, 23.11, -10.56], [-14.26, 23.11, -10.59], [-16.12, 23.15, -9.57], [-15.97, 24.09, -10.95], [-16.09, 22.33, -11.20], [-14.10, 23.98, -10.22], [-10.55, 23.92, -12.16], [-11.99, 23.62, -12.22], [-9.93, 23.04, -12.01], [-10.37, 24.42, -13.11], [-10.37, 24.71, -11.43], [-12.30, 24.46, -12.57]], "lowdin_charge": [0.163, -0.464, -0.025, 0.006, -0.025, -0.019, 0.051, -0.165, -0.109, 0.082, 0.080, 0.093, 0.091, -0.115, -0.136, 0.070, 0.070, 0.086, 0.074, -0.164, -0.122, 0.070, 0.061, 0.067, -0.004, -0.142, -0.141, 0.082, 0.074, 0.077, 0.019, -0.189, -0.183, 0.060, 0.063, 0.065, -0.114, -0.143, -0.150, 0.074, 0.084, 0.079, 0.035, -0.165, -0.133, 0.071, 0.072, 0.074, 0.028, -0.097, -0.135, 0.066, 0.072, 0.063, 0.062, -0.159, -0.121, 0.070, 0.091, 0.076, 0.036, -0.173, -0.206, 0.065, 0.069, 0.072, -0.042, -0.170, -0.176, 0.056, 0.058, 0.058, 0.054]}

***

{"formula": "C20H21BrCaNO6", "method": "wB97M-V/def2-TZVPD", "total_charge": 1, "homo_energy_ev": -9.00, "energy_ev": -123323.3254, "mol_weight_da": 491.37, "max_force_ev_per_a": 4.8, "gap_ev": 1.2, "symbols": ["Ca", "Br", "C", "C", "C", "C", "C", "C", "O", "O", "H", "H", "H", "H", "H", "H", "C", "C", "C", "C", "C", "C", "O", "O", "H", "H", "H", "H", "H", "H", "C", "C", "C", "C", "C", "C", "O", "O", "H", "H", "H", "H", "H", "H", "C", "C", "N", "H", "H", "H"], "positions_angstrom": [[-18.34, 1.24, -14.01], [-22.39, 1.14, -11.17], [-23.86, -8.80, -11.42], [-23.73, -7.80, -10.39], [-22.68, -6.91, -10.28], [-21.53, -7.11, -11.20], [-21.62, -8.11, -12.13], [-22.72, -8.96, -12.19], [-22.64, -10.02, -13.10], [-22.79, -5.95, -9.32], [-24.67, -9.52, -11.45], [-24.51, -7.72, -9.65], [-20.61, -6.57, -11.04], [-20.76, -8.30, -12.76], [-23.50, -10.43, -13.23], [-22.56, -5.11, -9.75], [-30.09, 0.76, -10.73], [-31.20, 1.44, -10.55], [-32.38, 0.74, -10.17], [-32.30, -0.63, -9.92], [-31.21, -1.37, -10.32], [-30.12, -0.65, -10.75], [-28.92, -1.20, -11.11], [-33.63, 1.28, -9.96], [-29.19, 1.31, -10.98], [-31.39, 2.49, -10.75], [-33.12, -1.23, -9.57], [-31.07, -2.43, -10.14], [-28.24, -0.52, -11.09], [-33.54, 2.22, -9.79], [-25.70, 3.84, -3.08], [-25.04, 2.88, -3.87], [-24.12, 2.02, -3.22], [-24.10, 1.89, -1.77], [-24.94, 2.72, -1.03], [-25.71, 3.71, -1.69], [-26.34, 4.68, -0.90], [-23.34, 1.22, -4.01], [-26.32, 4.56, -3.59], [-24.95, 2.98, -4.94], [-23.42, 1.17, -1.34], [-24.80, 2.74, 0.05], [-25.90, 4.80, -0.06], [-23.64, 1.04, -4.91], [-23.64, 7.47, -9.98], [-25.11, 7.27, -9.81], [-26.26, 7.14, -9.60], [-23.36, 7.94, -10.92], [-23.02, 6.59, -9.88], [-23.24, 8.20, -9.28]], "nbo_charge": [1.437, -0.546, -0.273, -0.233, 0.252, -0.243, -0.269, 0.288, -0.686, -0.675, 0.221, 0.222, 0.211, 0.227, 0.480, 0.479, -0.257, -0.257, 0.285, -0.233, -0.257, 0.300, -0.663, -0.654, 0.208, 0.217, 0.229, 0.235, 0.478, 0.479, -0.243, -0.269, 0.292, -0.251, -0.253, 0.269, -0.692, -0.703, 0.229, 0.209, 0.228, 0.216, 0.480, 0.488, -0.726, 0.282, -0.315, 0.250, 0.251, 0.257]}

***

{"formula": "C2H6NO3S", "method": "wB97M-V/def2-TZVPD", "smiles": "COC[S@@](=N)(=O)[O-]", "total_charge": -1, "homo_energy_ev": -4.46, "energy_ev": -20638.7681, "e_above_lowest_kcal_mol": 52.51, "mol_weight_da": 124.14, "max_force_ev_per_a": 2.2, "gap_ev": 8.1, "symbols": ["C", "O", "C", "S", "N", "O", "O", "H", "H", "H", "H", "H", "H"], "positions_angstrom": [[-1.16, 1.62, 1.16], [-0.36, 1.24, 0.08], [-0.22, -0.15, 0.01], [1.23, -0.84, -1.25], [0.91, -2.35, -1.37], [0.99, -0.15, -2.50], [2.47, -0.50, -0.55], [-2.15, 1.13, 1.13], [-1.29, 2.70, 1.11], [-0.69, 1.35, 2.12], [0.10, -0.58, 0.97], [-1.14, -0.65, -0.33], [1.32, -2.81, -0.57]], "nbo_charge": [-0.238, -0.543, -0.316, 2.249, -1.246, -1.004, -1.028, 0.151, 0.176, 0.154, 0.148, 0.159, 0.338]}

***

{"formula": "C5H9N2OS", "method": "wB97M-V/def2-TZVPD", "total_charge": 1, "homo_energy_ev": -13.12, "energy_ev": -21178.2463, "e_above_lowest_kcal_mol": 215.01, "mol_weight_da": 145.21, "max_force_ev_per_a": 5.1, "gap_ev": 6.9, "symbols": ["C", "C", "C", "C", "C", "N", "N", "O", "S", "H", "H", "H", "H", "H", "H", "H", "H", "H"], "positions_angstrom": [[2.16, -0.62, -0.55], [1.94, -0.50, 1.69], [0.91, -0.32, -0.76], [-1.69, -1.20, -0.46], [-1.23, 1.46, 0.25], [2.71, -0.67, 0.63], [0.64, -0.38, 1.59], [-0.89, 0.82, -2.41], [-0.77, 0.13, -0.96], [2.76, -0.92, -1.43], [2.43, -0.68, 2.65], [-2.68, -0.94, -0.28], [-1.50, -2.03, -1.05], [-0.89, 0.95, 1.20], [-2.29, 1.26, 0.18], [-0.79, 2.42, -0.06], [-0.02, -0.52, 2.41], [-0.79, 1.74, -2.63]], "nbo_charge": [-0.008, 0.308, -0.066, -0.718, -0.717, -0.482, -0.707, -0.887, 1.531, 0.277, 0.224, 0.233, 0.243, 0.294, 0.252, 0.270, 0.415, 0.539]}

***

Repeat the third record exactly.
{"formula": "C2H6NO3S", "method": "wB97M-V/def2-TZVPD", "smiles": "COC[S@@](=N)(=O)[O-]", "total_charge": -1, "homo_energy_ev": -4.46, "energy_ev": -20638.7681, "e_above_lowest_kcal_mol": 52.51, "mol_weight_da": 124.14, "max_force_ev_per_a": 2.2, "gap_ev": 8.1, "symbols": ["C", "O", "C", "S", "N", "O", "O", "H", "H", "H", "H", "H", "H"], "positions_angstrom": [[-1.16, 1.62, 1.16], [-0.36, 1.24, 0.08], [-0.22, -0.15, 0.01], [1.23, -0.84, -1.25], [0.91, -2.35, -1.37], [0.99, -0.15, -2.50], [2.47, -0.50, -0.55], [-2.15, 1.13, 1.13], [-1.29, 2.70, 1.11], [-0.69, 1.35, 2.12], [0.10, -0.58, 0.97], [-1.14, -0.65, -0.33], [1.32, -2.81, -0.57]], "nbo_charge": [-0.238, -0.543, -0.316, 2.249, -1.246, -1.004, -1.028, 0.151, 0.176, 0.154, 0.148, 0.159, 0.338]}